DFT (ωB97M-V/def2-TZVPD) results for one molecule with the formula C5H11NO2.

```
! RIJCOSX wB97M-V def2-TZVPD def2/J DEFGRID3
* xyz 0 1
C -1.727 -0.786 1.517
C -0.527 0.092 1.146
C -0.175 -0.102 -0.315
C 0.930 0.836 -0.830
C 1.325 0.492 -2.232
O 0.306 0.692 -3.106
O 2.391 0.070 -2.580
N 0.682 -0.140 1.953
H -1.692 -1.777 1.047
H -1.743 -0.989 2.579
H -2.647 -0.303 1.218
H -0.788 1.133 1.330
H 0.148 -1.135 -0.440
H -1.068 0.041 -0.905
H 1.783 0.823 -0.175
H 0.542 1.861 -0.822
H 0.615 0.386 -3.986
H 0.481 -0.210 2.940
H 1.163 -0.984 1.659
*
```

The value obtained for the LUMO energy is 0.829 eV. For the orbital gap, the calculation gives 10.24 eV. As for the HOMO energy: -0.34569 Eh. Its structure (SMILES) is C[C@@H](N)CCC(=O)O. As for the electronic energy: -10949.123 eV.


DFT (ωB97M-V/def2-TZVPD) results for C34H57GaGeNO6SSeSi4 as an isolated structure.

```
! RIJCOSX wB97M-V def2-TZVPD def2/J DEFGRID3
* xyz 0 2
Ga 0.855 -0.188 -0.877
O 2.285 1.024 -0.955
C 3.358 0.735 -1.792
C 3.481 -0.747 -2.033
C 4.566 -1.342 -2.668
C 4.585 -2.716 -2.797
C 3.535 -3.468 -2.275
C 2.495 -2.801 -1.669
N 2.468 -1.469 -1.571
H 1.659 2.650 -1.355
H 4.290 1.089 -1.333
H 3.245 1.231 -2.766
H 5.373 -0.726 -3.041
H 5.417 -3.207 -3.285
H 3.530 -4.547 -2.333
H 1.668 -3.326 -1.206
O 0.824 1.165 -3.463
Se -0.094 2.072 -2.503
O 0.958 3.225 -1.759
O -0.549 1.113 -1.194
O -1.301 2.903 -3.115
C 1.917 -4.243 2.897
Si 0.153 -3.745 2.521
C -0.763 -5.120 1.633
C -0.762 -3.273 4.078
C 0.252 -2.320 1.351
C 0.385 -1.399 0.570
H 1.966 -5.081 3.595
H 2.459 -3.403 3.336
H 2.437 -4.531 1.981
H -1.003 -5.940 2.313
H -0.169 -5.531 0.814
H -1.702 -4.746 1.217
H -0.652 -4.057 4.830
H -1.827 -3.138 3.880
H -0.380 -2.343 4.496
O -0.331 -1.265 -2.293
S -0.436 -2.614 -2.958
C -1.286 -3.635 -1.701
C -2.674 -3.186 -1.369
C -3.779 -3.916 -1.798
C -5.064 -3.474 -1.524
C -5.255 -2.293 -0.821
C -4.157 -1.562 -0.386
C -2.871 -2.005 -0.653
C -1.750 -2.473 -4.224
C -1.935 -1.079 -4.738
C -3.011 -0.324 -4.285
C -3.233 0.945 -4.794
C -2.376 1.468 -5.750
C -1.290 0.727 -6.188
C -1.069 -0.543 -5.683
H -0.626 -3.501 -0.840
H -1.239 -4.671 -2.039
H -3.631 -4.839 -2.348
H -5.916 -4.050 -1.862
H -6.257 -1.945 -0.609
H -4.299 -0.642 0.165
H -2.018 -1.434 -0.316
H -2.674 -2.845 -3.786
H -1.424 -3.153 -5.014
H -3.672 -0.733 -3.528
H -4.065 1.534 -4.430
H -2.539 2.467 -6.132
H -0.604 1.145 -6.913
H -0.215 -1.119 -6.020
C -1.308 5.007 2.862
Si -1.127 3.999 1.275
C -2.731 3.058 0.982
C -0.863 5.227 -0.118
Ge 0.618 2.417 1.648
Si 2.860 3.177 1.803
C 4.069 1.726 1.804
C 3.299 4.330 0.379
C 3.095 4.114 3.424
Si 0.123 1.181 3.635
C -1.538 0.311 3.469
C 0.009 2.216 5.211
C 1.537 -0.037 3.924
H -2.152 5.695 2.766
H -0.414 5.600 3.062
H -1.487 4.373 3.731
H -3.474 3.717 0.528
H -3.138 2.679 1.921
H -2.575 2.214 0.310
H -1.604 6.024 -0.009
H -0.987 4.777 -1.101
H 0.130 5.676 -0.083
H 3.657 0.866 1.274
H 4.306 1.412 2.822
H 5.004 2.011 1.315
H 3.525 3.767 -0.529
H 4.181 4.923 0.631
H 2.484 5.015 0.141
H 2.940 3.452 4.277
H 2.400 4.949 3.521
H 4.113 4.510 3.487
H -2.336 1.056 3.486
H -1.709 -0.377 4.299
H -1.615 -0.248 2.536
H -0.885 2.840 5.232
H 0.871 2.866 5.357
H -0.046 1.532 6.064
H 1.845 -0.529 3.001
H 1.267 -0.809 4.649
H 2.399 0.502 4.326
*
```

The value obtained for the LUMO energy (alpha / beta) is 0.068 / -0.294 eV. For the orbital gap (alpha / beta), the calculation gives 6.64 / 7.72 eV. As for the HOMO energy (alpha / beta): -0.24154 / -0.29453 Eh. As for the electronic energy: -266543.633 eV.


DFT (ωB97M-V/def2-TZVPD) results for a 2-piece molecular cluster, C3H4NO3 overall.

```
! RIJCOSX wB97M-V def2-TZVPD def2/J DEFGRID3
* xyz 1 1
C 1.791 -0.212 -0.199
C -1.576 -0.960 -0.101
C 0.837 0.547 -0.042
N -1.981 0.218 -0.188
O 0.130 1.664 0.013
O -1.178 -1.996 0.217
O 2.497 -1.298 -0.065
H -1.340 0.896 0.174
H -2.977 0.264 -0.512
H 0.767 2.340 -0.027
H 3.031 -1.463 0.729
*
```

The value obtained for the LUMO energy is -4.974 eV. For the orbital gap, the calculation gives 8.52 eV. As for the HOMO energy: -0.49596 Eh. As for the electronic energy: -10796.691 eV.


DFT (ωB97M-V/def2-TZVPD) results for one molecule with the formula C3H5ClN2S.

```
! RIJCOSX wB97M-V def2-TZVPD def2/J DEFGRID3
* xyz 0 1
C 1.775 -0.204 0.313
C -0.426 -0.375 -0.030
C -0.827 0.694 -1.122
N 0.963 -0.645 -0.544
N -0.525 0.038 1.369
S 1.078 0.461 1.777
Cl -1.164 -1.265 2.333
H 2.817 -0.092 0.247
H -1.108 -1.257 -0.214
H -0.552 1.649 -0.882
H -1.861 0.618 -1.330
H -0.171 0.379 -1.918
*
```

The value obtained for the LUMO energy is 0.431 eV. For the orbital gap, the calculation gives 9.42 eV. As for the HOMO energy: -0.33021 Eh. Its structure (SMILES) is C[C@H]1N=CSN1Cl. As for the electronic energy: -29527.577 eV.


DFT (ωB97M-V/def2-TZVPD) results for a 2-piece molecular cluster, C2H4NOP overall.

```
! RIJCOSX wB97M-V def2-TZVPD def2/J DEFGRID3
* xyz 0 1
C 1.176 0.220 -0.110
C 2.136 0.597 0.608
N 0.179 -0.198 -0.667
O -3.073 -1.088 0.295
P -2.702 0.423 0.064
H 2.209 1.397 1.293
H 3.139 0.193 0.744
H 0.079 0.150 -1.689
H -3.144 -1.694 -0.538
*
```

The value obtained for the LUMO energy (alpha / beta) is -0.127 / -0.148 eV. For the orbital gap (alpha / beta), the calculation gives 7.02 / 7.01 eV. As for the HOMO energy (alpha / beta): -0.26259 / -0.26313 Eh. As for the electronic energy: -14961.083 eV.


DFT (ωB97M-V/def2-TZVPD) results for C41H46ClF4GeMnN8O7Si3 as an isolated structure.

```
! RIJCOSX wB97M-V def2-TZVPD def2/J DEFGRID3
* xyz 1 2
Mn 0.157 1.512 1.125
C -1.965 4.762 3.109
C -1.035 4.052 2.339
N -1.060 2.735 2.224
C -2.008 2.054 2.914
C -2.973 2.676 3.710
C -2.941 4.080 3.785
C -3.920 1.869 4.425
C -3.860 0.522 4.370
C -2.859 -0.139 3.582
C -2.696 -1.535 3.556
C -1.686 -2.074 2.807
C -0.865 -1.231 2.045
N -1.000 0.082 2.043
C -1.964 0.624 2.830
H -1.894 5.839 3.156
H -0.250 4.561 1.800
H -3.674 4.602 4.387
H -4.669 2.367 5.027
H -4.560 -0.086 4.928
H -3.353 -2.165 4.143
H -1.508 -3.138 2.792
H -0.068 -1.623 1.429
C -1.646 1.802 -4.863
C -2.754 2.149 -3.887
C -2.300 2.551 -2.479
C -3.607 2.840 -1.667
C -3.475 3.392 -0.256
C -1.526 3.864 -2.570
O -1.828 4.750 -3.325
N -0.467 4.014 -1.686
C -0.180 3.096 -0.717
O 0.642 3.328 0.194
N -0.771 1.883 -0.679
C -1.524 1.474 -1.716
O -1.688 0.278 -1.999
H -2.063 1.599 -5.849
H -1.108 0.915 -4.539
H -0.933 2.621 -4.971
H -3.443 1.313 -3.787
H -3.332 2.989 -4.273
H -4.176 1.907 -1.653
H -4.171 3.545 -2.280
H -3.006 2.680 0.421
H -4.467 3.621 0.135
H -2.899 4.320 -0.233
H 0.048 4.883 -1.703
C -3.882 -1.717 -0.940
Si -3.066 -2.325 -2.521
C -3.238 -4.186 -2.659
C -3.873 -1.536 -4.004
Ge -0.740 -1.797 -2.187
Si 0.820 -1.128 -3.939
C 1.398 0.649 -3.760
C -0.121 -1.433 -5.533
C 2.305 -2.277 -3.926
Si 0.146 -3.538 -0.807
C -1.094 -4.273 0.408
C 1.812 -3.445 0.013
C 0.204 -4.638 -2.347
H -4.969 -1.795 -1.034
H -3.633 -0.670 -0.760
H -3.584 -2.297 -0.066
H -4.301 -4.440 -2.617
H -2.734 -4.728 -1.858
H -2.857 -4.554 -3.614
H -4.819 -2.049 -4.199
H -3.270 -1.596 -4.910
H -4.095 -0.490 -3.802
H 0.833 1.233 -3.034
H 1.336 1.154 -4.726
H 2.435 0.641 -3.432
H -1.045 -0.856 -5.597
H -0.374 -2.491 -5.630
H 0.503 -1.164 -6.390
H 2.543 -2.675 -2.943
H 3.177 -1.707 -4.254
H 2.166 -3.107 -4.621
H -2.017 -3.704 0.502
H -0.635 -4.357 1.394
H -1.364 -5.283 0.092
H 2.559 -2.911 -0.570
H 2.156 -4.472 0.166
H 1.745 -2.972 0.994
H -0.577 -4.442 -3.091
H 0.054 -5.668 -2.013
H 1.166 -4.574 -2.849
O 2.835 -0.634 -1.365
Cl 2.530 0.077 -0.165
O 3.314 -0.432 0.925
O 2.702 1.490 -0.294
O 1.069 -0.155 0.123
F 4.897 -2.198 4.786
C 5.392 -1.000 4.515
C 6.698 -0.767 4.701
F 7.463 -1.743 5.152
C 7.314 0.522 4.425
C 6.393 1.539 3.939
C 5.087 1.301 3.760
F 4.300 2.275 3.322
C 4.483 0.013 4.023
C 3.165 -0.228 3.800
C 2.267 0.714 3.209
N 1.427 1.273 2.666
C 2.506 -1.492 3.968
N 1.859 -2.434 4.088
F 6.868 2.740 3.666
C 8.638 0.758 4.609
C 9.566 -0.227 5.087
N 10.369 -0.955 5.465
C 9.268 2.022 4.347
N 9.843 2.999 4.166
*
```

The value obtained for the LUMO energy (alpha / beta) is -5.204 / -5.220 eV. For the orbital gap (alpha / beta), the calculation gives 5.87 / 5.40 eV. As for the HOMO energy (alpha / beta): -0.40705 / -0.39037 Eh. As for the electronic energy: -204368.060 eV.


DFT (ωB97M-V/def2-TZVPD) results for one molecule with the formula C3H4N2O2.

```
! RIJCOSX wB97M-V def2-TZVPD def2/J DEFGRID3
* xyz 0 1
C -0.762 0.235 -1.384
C 0.772 0.573 0.456
O 1.757 1.325 0.937
N 0.456 -0.519 1.268
N 0.053 0.975 -0.487
C -0.405 -1.365 1.124
O -1.037 -2.325 1.259
H 2.110 0.924 1.743
H -0.986 -0.784 -1.036
H -0.269 0.171 -2.355
H -1.691 0.789 -1.527
*
```

The value obtained for the LUMO energy is 0.378 eV. For the orbital gap, the calculation gives 9.71 eV. As for the HOMO energy: -0.34293 Eh. Its structure (SMILES) is C/N=C(/O)N=C=O. As for the electronic energy: -10250.208 eV.


For reference, relative energy (zero: lowest compared OMol25 entry of this formula, charge and spin) by record: 13.9, 23.1, 323.6, 159.2, 343.7, 4.5, 198.5 kJ/mol.